1.
The following is a quantum chemistry calculation of one molecule with the formula C4H11N3O, from the OMol25 dataset.

SMILES: [H]/N=N/N(O)CCCC
frontier orbital gap: 9.86 eV
HOMO: -8.8 eV
total charge: 0

Cartesian coordinates (Å):
C -1.41 0.53 0.11
C -1.12 -0.94 0.32
C 0.03 -1.22 1.39
C 1.44 -0.92 0.93
N -0.35 1.20 -0.72
O -0.45 2.60 -0.83
N 0.38 0.56 -1.54
N 1.09 1.28 -2.33
H 0.22 2.79 -1.52
H 1.66 0.66 -2.90
H -2.35 0.69 -0.42
H -1.43 1.08 1.05
H -0.81 -1.39 -0.63
H -2.02 -1.42 0.69
H -0.07 -2.28 1.63
H -0.19 -0.66 2.31
H 1.60 0.14 0.82
H 2.15 -1.27 1.67
H 1.65 -1.43 -0.01


2.
The following is a quantum chemistry calculation of a 2-piece molecular cluster, C4H11N3O overall, from the OMol25 dataset.

frontier orbital gap (alpha / beta): 7.78 / 7.78 eV
HOMO (alpha / beta): -7.1 / -7.1 eV
total charge: 0

Cartesian coordinates (Å):
C 0.86 0.79 -0.35
C 0.32 -1.14 0.95
C 1.64 0.05 -1.38
N -0.42 1.15 -0.62
N -2.27 -0.14 1.08
C -1.73 -0.57 -0.15
O 1.51 1.69 0.42
N -1.19 0.14 -1.14
H 2.45 1.67 0.25
H -0.83 1.74 0.11
H -3.27 0.02 1.06
H -1.78 0.60 1.56
H -2.21 -1.48 -0.50
H 2.01 0.76 -2.14
H 1.25 -1.61 0.61
H -0.34 -1.97 1.18
H 0.50 -0.57 1.86
H 2.50 -0.44 -0.92
H 1.00 -0.68 -1.86


1 is preferred energetically. Next in line: 0.0599 hartree higher.


1.
The following is a quantum chemistry calculation of a 2-piece molecular cluster, C4H11N3O overall, from the OMol25 dataset.

SMILES: [H]/N=C(\C)C(=C)N.NO
frontier orbital gap: 9.08 eV
HOMO: -8.4 eV
total charge: 0

Cartesian coordinates (Å):
C 0.67 0.93 1.55
C -1.24 -0.02 0.05
C -0.04 0.98 0.23
N -2.21 0.46 -0.79
C -1.34 -1.15 0.77
N -0.07 1.98 -0.56
H -2.77 -0.22 -1.27
H -1.91 1.29 -1.29
H 0.46 2.79 -0.24
H -0.03 0.86 2.39
H 1.31 0.05 1.58
H 1.29 1.82 1.68
H -2.09 -1.89 0.54
H -0.60 -1.44 1.49
N 1.61 -1.15 -0.75
O 2.10 -1.68 -1.98
H 3.06 -1.54 -1.87
H 0.84 -1.75 -0.44
H 0.95 -0.31 -1.09


2.
The following is a quantum chemistry calculation of a 2-piece molecular cluster, C4H11N3O overall, from the OMol25 dataset.

SMILES: N/C=C\N.C=CON
frontier orbital gap: 7.90 eV
HOMO: -7.1 eV
total charge: 0

Cartesian coordinates (Å):
N -1.52 1.93 0.16
C -1.26 -0.50 0.25
C -2.09 -1.55 0.05
O -1.42 0.73 -0.60
H -2.08 2.55 -0.41
H -0.57 2.32 0.20
H -1.03 -0.21 1.26
H -2.35 -2.20 0.87
H -2.45 -1.80 -0.93
N 1.40 -1.42 0.86
N 1.70 1.38 -0.14
C 0.84 -0.90 -0.34
C 1.27 0.30 -0.88
H 2.26 -1.94 0.80
H 1.34 -0.84 1.68
H 2.18 2.11 -0.63
H 2.05 1.17 0.79
H 0.64 -1.66 -1.08
H 1.10 0.51 -1.93


3.
The following is a quantum chemistry calculation of one molecule with the formula C4H11N3O, from the OMol25 dataset.

SMILES: C/C(N)=C/N(N)CO
frontier orbital gap: 7.84 eV
HOMO: -6.9 eV
total charge: 0

Cartesian coordinates (Å):
C -1.91 -0.25 0.58
C 2.74 -0.46 0.16
N -0.79 0.80 -0.32
C 1.27 -0.42 -0.13
N -1.24 2.09 -0.56
N 0.64 -1.61 -0.36
C 0.57 0.75 -0.07
O -2.52 -0.97 -0.44
H -2.34 -0.48 -1.25
H -1.24 2.67 0.28
H -2.17 2.08 -0.96
H 1.09 -2.43 0.04
H -0.38 -1.59 -0.16
H -2.56 0.52 1.02
H -1.58 -0.93 1.37
H 1.08 1.68 0.10
H 3.26 -1.01 -0.63
H 3.16 0.54 0.23
H 2.93 -0.98 1.10


4.
The following is a quantum chemistry calculation of a 2-piece molecular cluster, C4H11N3O overall, from the OMol25 dataset.

SMILES: CC(=O)N(N)N.C=C
frontier orbital gap: 9.59 eV
HOMO: -8.9 eV
total charge: 0

Cartesian coordinates (Å):
C -1.81 -0.06 1.12
C -1.26 1.11 1.59
C -0.06 1.01 -1.66
N 0.73 -0.77 -0.03
C 0.81 0.68 -0.47
N 0.38 -1.74 -1.01
N 1.89 -1.18 0.69
O 1.87 1.26 -0.29
H 1.22 -2.18 -1.40
H -0.04 -2.51 -0.49
H 2.69 -0.63 0.35
H 1.77 -0.92 1.67
H -2.48 -0.02 0.27
H -2.25 -0.77 1.83
H -1.38 2.05 1.08
H -1.25 1.27 2.66
H -0.80 0.28 -1.98
H 0.57 1.19 -2.53
H -0.59 1.93 -1.40


3 is preferred energetically. Next in line: 0.0048 hartree higher.


1.
The following is a quantum chemistry calculation of one molecule with the formula C4H11N3O, from the OMol25 dataset.

SMILES: C[C@H](CN)NC(N)=O
frontier orbital gap: 9.81 eV
HOMO: -9.0 eV
total charge: 0

Cartesian coordinates (Å):
C 0.43 -0.04 -1.86
N 1.61 0.56 -2.45
C 0.10 0.58 -0.50
C -0.47 1.99 -0.55
N -0.72 -0.32 0.30
C -0.32 -0.77 1.52
N -1.07 -1.84 2.01
O 0.59 -0.28 2.17
H 0.55 -1.11 -1.71
H -0.41 0.09 -2.57
H 1.47 1.05 -3.31
H 2.45 0.02 -2.37
H 1.06 0.62 0.00
H -0.20 2.47 -1.50
H -1.56 1.92 -0.58
H -0.11 2.66 0.22
H -1.62 -0.62 -0.05
H -1.46 -2.47 1.33
H -0.64 -2.30 2.80


2.
The following is a quantum chemistry calculation of one molecule with the formula C4H11N3O, from the OMol25 dataset.

SMILES: CC(NCO)=C(N)N
frontier orbital gap: 7.25 eV
HOMO: -6.3 eV
total charge: 0

Cartesian coordinates (Å):
C -1.86 -0.78 -0.72
C 1.68 -0.44 -1.22
N -0.59 -1.27 -0.68
C 0.21 0.57 0.62
C 0.35 -0.20 -0.59
N 0.32 -0.07 1.88
N 0.63 1.89 0.61
O -1.88 0.40 0.53
H -1.92 1.27 0.12
H -0.46 -2.05 -0.03
H 1.11 2.14 -0.24
H -0.01 0.50 2.65
H -0.18 -0.94 1.91
H 1.14 2.19 1.43
H -2.03 -0.15 -1.59
H -2.65 -1.48 -0.45
H 2.52 0.08 -0.76
H 1.69 -0.15 -2.28
H 1.93 -1.52 -1.19


3.
The following is a quantum chemistry calculation of a 2-piece molecular cluster, C4H11N3O overall, from the OMol25 dataset.

SMILES: C/N=C\N.CC(N)=O
frontier orbital gap: 9.64 eV
HOMO: -8.9 eV
total charge: 0

Cartesian coordinates (Å):
C 1.52 -0.94 0.48
C 1.35 0.74 2.10
C -1.86 1.01 -0.96
N 1.22 -0.65 1.69
C -1.26 -0.31 -1.37
N 1.94 -0.16 -0.54
N -1.81 -1.41 -0.77
O -0.35 -0.41 -2.18
H 1.42 -2.00 0.17
H 1.86 0.84 -0.39
H 1.54 -0.41 -1.45
H -2.34 -1.33 0.08
H -1.37 -2.30 -0.96
H 0.64 1.38 1.58
H 1.14 0.81 3.17
H -2.45 1.41 -1.79
H -1.05 1.70 -0.71
H -2.50 0.91 -0.08
H 2.37 1.12 1.94


1 is preferred energetically. Next in line: 0.0171 hartree higher.


1.
The following is a quantum chemistry calculation of a 2-piece molecular cluster, C5H11NO overall, from the OMol25 dataset.

SMILES: C=CN1C[C@@H]1C.O
frontier orbital gap: 9.98 eV
HOMO: -9.0 eV
total charge: 0

Cartesian coordinates (Å):
C 1.46 0.71 -1.31
C 0.91 -0.44 -0.50
C 1.45 -0.83 0.83
N 0.19 -0.11 0.72
C -1.01 -0.77 1.03
C -2.03 -0.92 0.18
O -1.30 2.27 -0.04
H 0.65 1.22 -1.84
H 2.19 0.35 -2.04
H 1.95 1.43 -0.66
H 0.47 -1.26 -1.08
H 2.27 -0.26 1.27
H 1.41 -1.88 1.11
H -1.08 -1.10 2.06
H -2.04 1.72 0.25
H -1.97 -0.57 -0.85
H -2.96 -1.38 0.51
H -0.55 1.82 0.38


2.
The following is a quantum chemistry calculation of one molecule with the formula C5H11NO, from the OMol25 dataset.

SMILES: C=CC[C@H](N)CO
frontier orbital gap: 9.37 eV
HOMO: -8.5 eV
total charge: 0

Cartesian coordinates (Å):
C -1.54 -0.03 -1.16
O -2.02 -0.92 -0.19
C -0.34 0.71 -0.41
C 0.26 -0.32 0.57
C 1.74 -0.22 0.53
C 2.55 -1.29 0.71
N -0.75 1.89 0.17
H -2.36 0.66 -1.35
H -1.30 -0.57 -2.13
H -2.75 -1.45 -0.54
H 0.30 0.96 -1.37
H 0.03 -0.04 1.61
H 0.02 -1.31 0.61
H 2.23 0.81 0.65
H 3.61 -1.03 0.73
H 2.30 -2.31 0.67
H -1.54 2.43 -0.21
H -0.44 2.02 1.11


1 is preferred energetically. Next in line: 0.0316 hartree higher.


1.
The following is a quantum chemistry calculation of a 2-piece molecular cluster, C5H11NO overall, from the OMol25 dataset.

SMILES: C=NC(=C)CC.O
frontier orbital gap: 9.39 eV
HOMO: -8.7 eV
total charge: 0

Cartesian coordinates (Å):
C 0.44 1.64 2.00
C -0.52 1.09 0.94
C 0.11 0.65 -0.32
C 1.41 0.60 -0.48
C -0.98 -0.55 -1.98
N -0.65 0.60 -1.52
H -0.17 2.06 2.84
H 1.01 0.76 2.52
H 1.02 2.55 1.80
H -1.24 1.85 0.62
H -1.12 0.28 1.32
H 2.03 1.22 0.22
H 1.82 -0.03 -1.39
H -1.82 -0.61 -2.66
H -0.64 -1.66 -1.73
H 0.09 -3.67 1.30
H 0.91 -2.86 0.49
O -0.02 -3.08 0.55


2.
The following is a quantum chemistry calculation of C5H11NO as an isolated structure, from the OMol25 dataset.

frontier orbital gap: 9.82 eV
HOMO: -8.7 eV
total charge: 0

Cartesian coordinates (Å):
C 2.22 0.06 -1.38
C 1.34 -0.88 -0.58
C 1.24 -0.42 0.84
N 0.05 0.19 0.24
C -1.19 -0.47 0.73
C -2.37 0.28 0.15
O -2.33 1.64 0.52
H 1.97 0.06 -2.44
H 3.23 -0.37 -1.29
H 2.27 1.09 -1.00
H 0.10 -0.39 -0.79
H 1.95 0.34 1.19
H 1.03 -1.17 1.60
H -1.20 -1.54 0.47
H -1.19 -0.38 1.82
H -2.39 0.16 -0.95
H -3.31 -0.13 0.53
H -1.42 1.93 0.34


3.
The following is a quantum chemistry calculation of one molecule with the formula C5H11NO, from the OMol25 dataset.

SMILES: CCNCCC=O
frontier orbital gap: 9.86 eV
HOMO: -8.8 eV
total charge: 0

Cartesian coordinates (Å):
C 0.27 -1.71 -0.30
N 0.07 -0.24 -0.24
C -0.54 0.23 0.97
C -0.99 1.69 0.68
C -0.01 2.78 0.96
O 1.07 2.70 1.47
C 0.74 -2.13 -1.68
H 1.14 -1.90 0.36
H -0.57 -2.20 0.16
H 0.96 0.15 -0.50
H 0.02 0.12 1.92
H -1.46 -0.30 1.25
H -1.01 1.72 -0.41
H -2.04 1.92 0.99
H -0.44 3.77 0.70
H 1.24 -3.11 -1.84
H 0.00 -2.11 -2.50
H 1.53 -1.40 -1.99


4.
The following is a quantum chemistry calculation of one molecule with the formula C5H11NO, from the OMol25 dataset.

SMILES: CNC(=O)C(C)C
frontier orbital gap: 10.52 eV
HOMO: -9.6 eV
total charge: 0

Cartesian coordinates (Å):
C -0.80 0.51 -2.70
N -0.22 -0.12 -1.54
C -0.05 0.50 -0.34
O -0.28 1.68 -0.15
C 0.39 -0.44 0.79
C 1.60 0.13 1.52
C -0.82 -0.63 1.71
H -1.70 -0.02 -3.03
H -0.09 0.55 -3.54
H -1.07 1.53 -2.43
H 0.02 -1.10 -1.58
H 0.66 -1.42 0.36
H 1.40 1.16 1.83
H 2.49 0.13 0.87
H 1.84 -0.47 2.40
H -0.57 -1.26 2.57
H -1.15 0.35 2.08
H -1.65 -1.09 1.17


4 is preferred energetically. Next in line: 0.0668 hartree higher.


1.
The following is a quantum chemistry calculation of C24H43N2OS3SbSiV as an isolated structure, from the OMol25 dataset.

frontier orbital gap (alpha / beta): 5.38 / 6.55 eV
2S+1: 4
HOMO (alpha / beta): -6.3 / -7.3 eV
total charge: 0

Cartesian coordinates (Å):
V 0.33 0.90 0.91
C 5.11 -0.09 0.49
C 3.84 -0.94 0.24
C 4.20 -2.39 0.03
C 2.84 -0.73 1.28
C 3.27 -0.68 2.64
C 2.39 -0.80 3.70
C 1.00 -0.98 3.53
C 0.23 -1.51 4.67
C 0.51 -0.94 2.16
C 1.43 -0.95 1.08
H 5.73 -0.19 -0.41
H 5.69 -0.36 1.45
H 4.77 0.94 0.62
H 3.37 -0.60 -0.68
H 4.89 -2.78 0.82
H 4.67 -2.51 -0.99
H 3.38 -3.18 0.05
H 4.40 -0.45 2.80
H 2.77 -0.81 4.73
H -0.62 -0.84 4.98
H 0.93 -1.59 5.48
H -0.19 -2.48 4.35
H -0.51 -1.47 2.09
H 1.09 -1.26 0.08
S 2.95 2.67 -1.92
Sb 2.42 3.85 0.19
S 0.02 3.34 1.34
S 1.66 2.29 2.01
C -2.65 1.98 -0.28
Si -2.20 0.46 0.70
C -3.15 0.62 2.33
C -2.16 1.19 3.40
C -3.55 -0.80 2.82
C -4.38 1.55 2.24
C -2.85 -0.85 -0.61
C -2.26 -0.55 -2.07
C -2.41 -2.32 -0.27
C -4.42 -0.85 -0.80
H -3.64 1.71 -0.68
H -2.09 2.26 -1.18
H -2.88 2.85 0.30
H -1.36 0.49 3.56
H -2.76 1.24 4.34
H -1.66 2.22 3.21
H -2.73 -1.46 2.54
H -4.39 -1.17 2.25
H -3.66 -0.82 3.92
H -4.08 2.59 1.95
H -4.90 1.63 3.25
H -5.17 1.22 1.49
H -1.12 -0.52 -2.10
H -2.65 0.42 -2.38
H -2.57 -1.26 -2.88
H -1.33 -2.43 -0.49
H -2.99 -3.06 -0.78
H -2.39 -2.55 0.81
H -4.78 -0.11 -1.46
H -5.04 -0.78 0.14
H -4.64 -1.86 -1.16
N 0.68 1.10 -1.04
C 1.40 1.50 -2.02
N 1.31 1.08 -3.37
C 2.08 -0.11 -3.76
C 1.63 -0.58 -5.16
O 1.84 0.47 -6.16
C 1.12 1.64 -5.77
C 1.54 2.12 -4.39
H 1.92 -0.85 -3.01
H 3.17 0.00 -3.72
H 0.53 -0.85 -5.16
H 2.19 -1.46 -5.41
H 0.03 1.45 -5.74
H 1.33 2.42 -6.49
H 0.96 3.03 -4.13
H 2.53 2.52 -4.48


2.
The following is a quantum chemistry calculation of C24H43N2OS3SbSiV as an isolated structure, from the OMol25 dataset.

frontier orbital gap (alpha / beta): 5.29 / 6.26 eV
2S+1: 4
HOMO (alpha / beta): -6.3 / -7.3 eV
total charge: 0

Cartesian coordinates (Å):
V -9.95 12.30 5.21
C -5.85 10.28 3.24
C -6.18 9.01 4.04
C -6.43 7.79 3.14
C -7.31 9.18 5.02
C -8.12 8.12 5.47
C -9.23 8.33 6.30
C -9.65 9.59 6.69
C -10.74 9.78 7.71
C -8.83 10.75 6.24
C -7.59 10.46 5.56
H -4.95 10.07 2.60
H -5.61 11.13 3.90
H -6.65 10.58 2.56
H -5.32 8.69 4.68
H -7.48 7.69 2.82
H -6.20 6.88 3.72
H -5.81 7.74 2.24
H -7.91 7.15 5.08
H -9.75 7.47 6.69
H -11.22 8.82 7.95
H -11.51 10.48 7.44
H -10.35 10.14 8.66
H -8.82 11.54 7.03
H -6.91 11.27 5.44
S -8.53 17.28 3.72
Sb -9.86 15.94 5.00
S -8.64 13.67 4.00
S -8.16 14.08 5.98
C -9.95 11.11 1.79
Si -11.23 11.61 3.18
C -12.20 13.16 2.60
C -13.31 12.83 1.55
C -11.32 14.27 2.02
C -12.88 13.67 3.89
C -12.30 9.96 3.09
C -12.89 9.50 1.71
C -11.38 8.79 3.42
C -13.42 10.10 4.17
H -10.41 11.00 0.83
H -9.44 10.20 2.14
H -9.24 11.96 1.73
H -12.86 12.45 0.62
H -13.81 13.78 1.30
H -14.04 12.12 1.94
H -10.69 13.93 1.16
H -10.60 14.70 2.72
H -11.96 15.02 1.57
H -13.87 13.29 3.97
H -13.01 14.76 3.89
H -12.33 13.42 4.84
H -12.17 9.48 0.90
H -13.76 10.17 1.41
H -13.30 8.52 1.84
H -10.68 8.92 4.28
H -10.70 8.52 2.59
H -12.00 7.95 3.70
H -14.10 10.94 4.13
H -12.95 10.22 5.15
H -13.94 9.13 4.20
N -11.08 12.82 6.75
C -11.43 13.37 7.76
N -11.75 14.44 8.52
C -13.03 15.19 8.40
C -13.98 15.04 9.60
O -13.32 15.28 10.87
C -12.17 14.37 11.07
C -11.17 14.47 9.90
H -13.49 14.91 7.45
H -12.78 16.28 8.35
H -14.46 14.04 9.59
H -14.77 15.82 9.48
H -12.56 13.34 11.25
H -11.69 14.65 12.03
H -10.36 13.73 9.93
H -10.70 15.50 9.97


2 is preferred energetically. Next in line: 0.0128 hartree higher.


1.
The following is a quantum chemistry calculation of a 2-piece molecular cluster, C2HNO3 overall, from the OMol25 dataset.

frontier orbital gap (alpha / beta): 8.38 / 8.38 eV
HOMO (alpha / beta): -9.6 / -9.6 eV
total charge: 0

Cartesian coordinates (Å):
C -1.16 0.47 0.18
C -0.60 -0.65 0.68
N 1.05 -0.65 -0.42
O 1.21 -1.41 -1.28
O 1.71 0.17 0.09
O -0.41 0.89 1.15
H -1.79 1.17 -0.40


2.
The following is a quantum chemistry calculation of one molecule with the formula C2HNO3, from the OMol25 dataset.

SMILES: O=c1ocno1
frontier orbital gap: 11.70 eV
HOMO: -11.2 eV
total charge: 0

Cartesian coordinates (Å):
O -1.83 1.48 0.26
C -0.93 0.74 0.04
O -0.35 0.18 -1.00
C 0.88 -0.73 -0.38
N 0.84 -0.59 0.86
O -0.13 0.23 1.27
H 1.53 -1.32 -1.05


2 is preferred energetically. Next in line: 0.2225 hartree higher.


1.
The following is a quantum chemistry calculation of a 2-piece molecular cluster, CH4S3 overall, from the OMol25 dataset.

SMILES: S=CS.S
frontier orbital gap: 8.62 eV
HOMO: -9.0 eV
total charge: 0

Cartesian coordinates (Å):
C -0.90 -0.34 0.79
S -1.28 0.87 -0.49
S -1.53 -1.80 0.83
S 2.07 0.05 -0.08
H -0.27 0.37 1.45
H -2.16 0.14 -1.02
H 2.65 -0.31 -0.96
H 1.43 1.03 -0.51


2.
The following is a quantum chemistry calculation of CH4S3 as an isolated structure, from the OMol25 dataset.

frontier orbital gap: 7.98 eV
HOMO: -8.7 eV
total charge: 0

Cartesian coordinates (Å):
C -1.61 -0.20 -0.01
S 2.89 1.02 -0.32
S 0.46 -1.35 -0.57
S 2.06 -0.71 0.48
H -1.95 0.75 -0.40
H -1.50 -0.09 1.05
H -2.16 -1.08 -0.28
H 1.80 1.67 0.06


2 is preferred energetically. Next in line: 0.0321 hartree higher.